Density functional theory data (wB97M-V/def2-TZVPD) for a molecular structure, C5H11NO.

Output
E_HOMO (alpha / beta)	-7.5 / -7.4	eV
relative energy (zero: lowest compared OMol25 entry of this formula, charge and spin)	6.291	eV
orbital gap (alpha / beta)	0.3087 / 0.3050	Ha
E_tot	-326.90016	Eh

CARTESIAN COORDINATES (ANGSTROEM)
C 2.6004 0.9073 0.0639
O 1.5335 0.8525 -0.6955
C 0.5647 0.0024 -0.5389
C -0.0792 -0.4506 0.7451
N -1.3182 -0.6467 -0.0303
C -2.5436 -0.1557 0.5548
C -0.7882 0.0909 -1.1964
H 2.5351 0.5531 1.0871
H 3.3229 1.6522 -0.2402
H 2.7356 -1.0883 -0.4791
H 2.0361 -1.3556 -0.7146
H 0.2892 -1.3484 1.2550
H -0.1364 0.3788 1.4801
H -2.4970 0.9158 0.8276
H -2.7770 -0.7282 1.4586
H -3.3714 -0.2930 -0.1489
H -1.1628 1.1269 -1.2713
H -0.9436 -0.4134 -2.1570

Cartesian forces, eV/Å:
C 0.2 0.1 0.3
O -0.2 0.0 -0.3
C -0.1 0.0 0.1
C 0.2 -0.1 0.2
N -0.2 -0.1 0.0
C -0.1 0.0 0.1
C 0.0 0.1 -0.3
H 0.0 0.0 -0.1
H -0.1 -0.1 0.0
H -0.1 0.0 0.0
H 0.1 0.0 0.0
H 0.0 0.1 -0.1
H 0.0 -0.1 -0.1
H 0.0 -0.1 0.0
H 0.0 0.1 -0.1
H 0.1 0.0 0.1
H 0.0 -0.1 0.0
H 0.1 0.1 0.1

Quick look at the Mulliken charges, all values in e: atom 1 (C): -0.563, atom 2 (O): -0.239, atom 3 (C): 0.231, atom 4 (C): -0.398, atom 5 (N): -0.082, atom 6 (C): -1.001, atom 7 (C): -0.665, atom 8 (H): 0.333, atom 9 (H): 0.234, atom 10 (H): 0.084, atom 11 (H): 0.004, atom 12 (H): 0.245, atom 13 (H): 0.301, atom 14 (H): 0.393, atom 15 (H): 0.313, atom 16 (H): 0.308, atom 17 (H): 0.270, atom 18 (H): 0.232

Density functional theory data (wB97M-V/def2-TZVPD) for 2 unconnected molecules or ions with the total composition C5H11NO.

Output
E_HOMO	-9.6	eV
relative energy (zero: lowest compared OMol25 entry of this formula, charge and spin)	1.495	eV
orbital gap	0.3830	Ha
E_tot	-327.07642	Eh

CARTESIAN COORDINATES (ANGSTROEM)
C -1.2926 -2.3038 -1.8081
N -0.4790 -1.1607 -1.3978
C -0.8970 -0.3328 -0.4034
O -1.7458 -0.6118 0.4163
H -1.8014 -2.6914 -0.9280
H -0.6324 -3.0238 -2.2798
H -2.1092 -1.9407 -2.4536
H 0.1563 -0.7410 -2.0543
H -0.3206 0.5841 -0.3345
C -0.0234 2.2078 1.5161
C 1.2028 1.8599 1.1349
C 1.6948 0.4406 1.0684
H -0.3228 3.2495 1.5905
H -0.8110 1.5154 1.8067
H 1.8771 2.6881 0.9247
H 2.6334 0.4003 1.6348
H 0.9608 -0.2335 1.5120
H 1.9100 0.0936 0.0550

Cartesian forces, eV/Å:
C -0.2 0.9 0.1
N -0.4 0.2 0.2
C 0.2 -0.6 0.2
O -0.3 0.0 -0.1
H 0.4 -0.2 0.1
H -0.3 -0.2 -0.1
H 0.4 -0.4 -0.2
H 0.0 -0.1 -0.2
H 0.0 0.4 -0.2
C -0.2 0.2 0.2
C -0.6 0.2 0.2
C 0.4 0.4 0.4
H 0.2 0.0 -0.1
H 0.3 -0.2 -0.1
H 0.2 -0.3 -0.2
H -0.1 -0.3 -0.1
H 0.1 0.0 0.0
H 0.0 0.1 0.0

Quick look at the Mulliken charges, all values in e: atom 1 (C): -0.784, atom 2 (N): -0.185, atom 3 (C): -0.172, atom 4 (O): -0.589, atom 5 (H): 0.291, atom 6 (H): 0.293, atom 7 (H): 0.275, atom 8 (H): 0.255, atom 9 (H): 0.577, atom 10 (C): -0.681, atom 11 (C): 0.015, atom 12 (C): -0.997, atom 13 (H): 0.248, atom 14 (H): 0.253, atom 15 (H): 0.283, atom 16 (H): 0.365, atom 17 (H): 0.307, atom 18 (H): 0.246

Density functional theory data (wB97M-V/def2-TZVPD) for 2 unconnected molecules or ions with the total composition C5H11NO in a non-equilibrium geometry.

Output
E_HOMO	-9.6	eV
relative energy (zero: lowest compared OMol25 entry of this formula, charge and spin)	2.152	eV
orbital gap	0.3796	Ha
E_tot	-327.05224	Eh

CARTESIAN COORDINATES (ANGSTROEM)
H 3.1511 1.8292 -1.4693
N 3.2482 1.0614 -0.7971
C 2.0868 0.6277 -0.4215
C 0.8163 1.2383 -0.9619
C 2.0295 -0.4946 0.5500
C 0.9017 -0.9954 1.0613
H 0.1979 1.6080 -0.1394
H 1.0405 2.0791 -1.6247
H 0.2627 0.4879 -1.5328
H 2.9943 -0.9050 0.8345
H -0.0796 -0.6165 0.8029
H 0.9386 -1.8216 1.7648
C -3.0585 -0.9783 0.5089
O -2.2880 -0.3014 -0.4679
H -2.7571 -0.6433 1.5045
H -2.8811 -2.0528 0.4206
H -4.1182 -0.7693 0.3465
H -2.4852 0.6466 -0.3793

Cartesian forces, eV/Å:
H -0.1 -0.2 0.2
N -0.9 -0.7 0.6
C 1.2 0.9 -0.7
C 0.0 -0.2 0.1
C -0.3 0.1 -0.1
C 0.4 0.1 -0.1
H -0.1 -0.1 -0.1
H 0.1 -0.2 0.1
H -0.2 0.1 0.2
H -0.1 0.1 -0.1
H 0.0 0.0 -0.1
H 0.0 0.1 -0.1
C -0.1 0.2 0.1
O 0.1 0.5 -0.2
H -0.2 -0.2 0.2
H 0.0 0.2 -0.1
H -0.1 -0.2 0.2
H 0.2 -0.5 -0.1

Quick look at the Mulliken charges, all values in e: atom 1 (H): 0.246, atom 2 (N): -0.725, atom 3 (C): 0.771, atom 4 (C): -1.039, atom 5 (C): -0.248, atom 6 (C): -0.514, atom 7 (H): 0.241, atom 8 (H): 0.376, atom 9 (H): 0.274, atom 10 (H): 0.352, atom 11 (H): 0.032, atom 12 (H): 0.253, atom 13 (C): -0.644, atom 14 (O): -0.469, atom 15 (H): 0.286, atom 16 (H): 0.220, atom 17 (H): 0.298, atom 18 (H): 0.291

Density functional theory data (wB97M-V/def2-TZVPD) for 2 unconnected molecules or ions with the total composition C5H11NO in a non-equilibrium geometry.

Output
E_HOMO	-7.7	eV
relative energy (zero: lowest compared OMol25 entry of this formula, charge and spin)	4.858	eV
orbital gap	0.2617	Ha
E_tot	-326.95281	Eh

CARTESIAN COORDINATES (ANGSTROEM)
O 0.6410 0.9921 1.6555
C 1.7242 0.3903 1.4733
N 1.9264 -0.4540 0.4815
C -0.4800 -1.2030 -0.9135
C -1.2414 -0.5617 0.5902
C -1.1295 0.0629 -0.8615
C -0.2623 1.2683 -1.1384
H 2.5261 0.5521 2.2240
H 2.8859 -0.7666 0.5158
H 0.6045 -1.2178 -0.8096
H -0.9780 -2.0981 -1.2637
H -1.5238 0.3142 1.1880
H -0.3967 -0.9243 1.1930
H -2.0987 -1.2328 0.6236
H -2.1033 0.1712 -1.3298
H -0.1638 1.4216 -2.2145
H 0.7346 1.1090 -0.7213
H -0.6650 2.1766 -0.6928

Cartesian forces, eV/Å:
O 0.0 0.3 0.4
C -0.3 -0.1 0.0
N 0.4 0.0 0.0
C -0.4 1.0 -0.8
C -1.3 -1.4 1.0
C 1.1 0.1 -2.2
C 0.5 0.3 0.7
H 0.1 0.0 -0.2
H 0.2 -0.2 0.1
H 0.1 0.2 0.6
H -0.4 0.0 0.6
H 0.5 0.3 -0.4
H 0.2 0.2 -0.4
H 0.0 -0.1 0.1
H -0.3 -0.4 0.5
H -0.2 -0.2 0.0
H -0.2 0.1 -0.1
H -0.1 0.0 0.0

Quick look at the Mulliken charges, all values in e: atom 1 (O): -0.678, atom 2 (C): -0.171, atom 3 (N): -0.569, atom 4 (C): -0.470, atom 5 (C): -1.177, atom 6 (C): 0.663, atom 7 (C): -1.225, atom 8 (H): 0.426, atom 9 (H): 0.119, atom 10 (H): 0.249, atom 11 (H): 0.274, atom 12 (H): 0.452, atom 13 (H): 0.378, atom 14 (H): 0.384, atom 15 (H): 0.397, atom 16 (H): 0.365, atom 17 (H): 0.252, atom 18 (H): 0.331

Density functional theory data (wB97M-V/def2-TZVPD) for a single C5H11NO molecule.

Output
E_HOMO	-9.9	eV
relative energy (zero: lowest compared OMol25 entry of this formula, charge and spin)	0.717	eV
orbital gap	0.4031	Ha
E_tot	-327.10499	Eh

CARTESIAN COORDINATES (ANGSTROEM)
C 0.7007 1.5347 -1.2528
C 0.7989 1.0627 0.1945
C 0.3644 -0.3944 0.3860
C 0.6220 -0.8709 1.8133
N -1.0630 -0.4901 0.1393
C -1.4897 -1.1135 -0.8681
O -2.8078 -1.2098 -1.1151
H 1.3443 0.9310 -1.9049
H -0.3255 1.4548 -1.6274
H 1.0097 2.5806 -1.3498
H 1.8308 1.1727 0.5520
H 0.1667 1.6874 0.8388
H 0.9418 -1.0240 -0.3175
H 1.6797 -0.7753 2.0822
H 0.0250 -0.2730 2.5102
H 0.3226 -1.9174 1.9311
H -0.8967 -1.6276 -1.6319
H -3.2240 -0.7275 -0.3801

Cartesian forces, eV/Å:
C 0.0 0.0 0.0
C 0.0 0.0 0.1
C 0.2 0.0 0.1
C 0.0 0.0 0.0
N -0.1 -0.2 -0.4
C 0.3 0.1 0.3
O -0.1 0.1 0.1
H -0.1 0.1 0.1
H 0.1 0.0 0.1
H 0.0 -0.2 0.0
H -0.1 0.0 0.0
H 0.1 -0.1 -0.1
H -0.1 0.1 0.1
H -0.1 0.0 -0.1
H 0.1 -0.1 -0.1
H 0.1 0.1 0.0
H 0.0 0.1 0.2
H -0.1 -0.1 -0.2

Quick look at the Mulliken charges, all values in e: atom 1 (C): -1.195, atom 2 (C): -0.654, atom 3 (C): 0.521, atom 4 (C): -1.531, atom 5 (N): -0.581, atom 6 (C): 0.164, atom 7 (O): -0.483, atom 8 (H): 0.306, atom 9 (H): 0.288, atom 10 (H): 0.367, atom 11 (H): 0.327, atom 12 (H): 0.323, atom 13 (H): 0.337, atom 14 (H): 0.384, atom 15 (H): 0.337, atom 16 (H): 0.367, atom 17 (H): 0.372, atom 18 (H): 0.351

Density functional theory data (wB97M-V/def2-TZVPD) for 3 unconnected molecules or ions with the total composition C5H11NO in a non-equilibrium geometry.

Output
E_HOMO	-8.0	eV
relative energy (zero: lowest compared OMol25 entry of this formula, charge and spin)	10.943	eV
orbital gap	0.1300	Ha
E_tot	-326.72919	Eh

CARTESIAN COORDINATES (ANGSTROEM)
C -2.4648 0.3171 0.3189
C -1.4031 0.0022 -0.4073
C -0.2024 -0.1976 0.4422
C 1.2276 0.3694 0.1772
C 2.2492 -0.5818 0.6742
N 3.3882 -0.7231 0.0910
O 1.8455 -1.2093 1.6799
H 0.3571 -1.7264 -2.0046
H -2.4917 0.9052 1.2547
H -3.5812 0.3197 -0.0051
H -2.7188 2.3186 -1.2362
H -3.0526 2.2522 -1.8525
H -0.2057 -1.3174 0.5922
H -0.5380 0.2751 1.3862
H 1.4057 1.3250 0.7877
H 1.3507 0.4194 -0.9253
H 0.8656 -1.3865 -1.6707
H 3.9687 -1.3617 0.6978

Cartesian forces, eV/Å:
C -4.2 0.4 -2.5
C -0.2 2.1 4.6
C 2.2 -1.6 -0.6
C -1.0 0.5 -1.7
C -0.5 -0.2 0.9
N 1.5 -0.6 0.0
O -0.3 -0.9 1.2
H -1.4 -1.0 -1.0
H 0.8 -0.2 -0.5
H 1.9 -0.7 0.1
H 0.7 0.3 1.2
H -0.8 0.0 -1.4
H 0.6 1.1 0.4
H 0.0 -0.7 -0.1
H -0.5 -1.0 -1.3
H 0.1 1.0 0.7
H 1.4 0.8 0.8
H -0.7 0.7 -0.8

Quick look at the Mulliken charges, all values in e: atom 1 (C): -0.813, atom 2 (C): 0.323, atom 3 (C): -0.338, atom 4 (C): -0.690, atom 5 (C): 0.564, atom 6 (N): -0.664, atom 7 (O): -0.604, atom 8 (H): 0.060, atom 9 (H): 0.275, atom 10 (H): 0.318, atom 11 (H): -0.131, atom 12 (H): 0.144, atom 13 (H): 0.462, atom 14 (H): 0.272, atom 15 (H): 0.273, atom 16 (H): 0.357, atom 17 (H): -0.084, atom 18 (H): 0.276

Density functional theory data (wB97M-V/def2-TZVPD) for 2 unconnected molecules or ions with the total composition C5H11NO in a non-equilibrium geometry.

Output
E_HOMO	-7.8	eV
relative energy (zero: lowest compared OMol25 entry of this formula, charge and spin)	6.822	eV
orbital gap	0.2036	Ha
E_tot	-326.88064	Eh

CARTESIAN COORDINATES (ANGSTROEM)
C -0.3501 -0.1775 -1.9686
C 0.2569 -1.3300 -1.1239
C -0.4895 -1.5412 0.1107
C -0.2569 -0.8398 1.2760
N 0.7697 0.3977 1.3717
C -0.5822 0.6177 1.5400
H -1.4298 -0.1122 -1.8237
H -0.0771 -0.1169 -3.0065
H 0.0114 0.7140 -1.4288
H 1.2594 -1.0152 -0.8629
H 0.3693 -2.2466 -1.7075
H -0.9588 -2.5037 0.2955
H -0.0729 -1.4301 2.1608
H -1.0827 1.1228 0.7136
H -0.9948 0.8716 2.5180
H 0.4573 3.0067 -0.2363
H 0.9643 1.0740 0.5172
O 0.6395 2.1536 -0.6388

Cartesian forces, eV/Å:
C -0.5 0.9 1.5
C -0.2 -0.1 -1.4
C 1.6 -0.7 0.6
C 1.8 0.6 0.1
N -0.8 -0.6 0.1
C -0.8 1.7 0.4
H -0.1 -0.3 -0.5
H 0.2 -0.4 -0.3
H -0.1 0.3 -0.7
H 0.2 0.1 0.2
H -0.4 -0.1 0.2
H -0.3 0.0 -0.3
H -0.9 -0.2 0.3
H 0.1 0.2 0.0
H -0.1 -0.7 0.0
H 0.0 0.1 -0.1
H -0.1 -0.3 -1.1
O 0.3 -0.5 0.9

Quick look at the Mulliken charges, all values in e: atom 1 (C): -0.816, atom 2 (C): -0.500, atom 3 (C): -0.264, atom 4 (C): -0.063, atom 5 (N): -0.541, atom 6 (C): -0.404, atom 7 (H): 0.316, atom 8 (H): 0.337, atom 9 (H): 0.162, atom 10 (H): 0.371, atom 11 (H): 0.371, atom 12 (H): 0.400, atom 13 (H): 0.435, atom 14 (H): 0.290, atom 15 (H): 0.271, atom 16 (H): 0.175, atom 17 (H): 0.491, atom 18 (O): -1.030

Density functional theory data (wB97M-V/def2-TZVPD) for 2 unconnected molecules or ions with the total composition C5H11NO in a non-equilibrium geometry.

Output
E_HOMO	-7.9	eV
relative energy (zero: lowest compared OMol25 entry of this formula, charge and spin)	2.535	eV
orbital gap	0.3278	Ha
E_tot	-327.03820	Eh

CARTESIAN COORDINATES (ANGSTROEM)
C 2.3396 0.3691 -1.0606
C 1.5300 0.9902 -0.2177
C 0.1416 0.6154 0.1430
C -0.2067 -0.4866 0.8564
C -1.6767 -0.7264 1.2054
N 0.7090 -1.2017 1.5562
H 3.3281 0.7244 -1.3354
H 2.0211 -0.4542 -1.7028
H 1.7619 1.9192 0.3022
H -0.6818 1.0988 -0.3666
H -1.7461 -1.7591 1.4779
H -2.4955 -0.4776 0.5246
H -1.8847 0.0761 1.9502
H 0.4287 -1.9331 2.1844
H 1.6732 -1.2578 1.2837
O -2.0209 0.6525 -2.2878
H -1.8539 1.3590 -2.9259
H -1.3668 0.4920 -1.5871

Cartesian forces, eV/Å:
C 0.2 0.0 -0.9
C -0.9 0.6 0.7
C -0.3 -1.8 -0.9
C -0.7 2.1 -0.7
C 0.6 1.5 0.4
N 0.3 -1.2 0.7
H 0.0 0.2 0.4
H -0.2 -0.1 0.5
H 0.9 0.0 -0.3
H 0.3 0.6 0.5
H -0.6 -0.4 0.8
H 0.8 -0.3 -0.9
H 0.1 -1.3 0.5
H -0.2 0.0 -0.1
H 0.0 0.4 -0.2
O -1.0 -0.5 -0.1
H 0.7 -0.2 0.8
H 0.1 0.6 -1.1

Quick look at the Mulliken charges, all values in e: atom 1 (C): -0.612, atom 2 (C): -0.466, atom 3 (C): -0.783, atom 4 (C): 0.895, atom 5 (C): -1.321, atom 6 (N): -0.424, atom 7 (H): 0.275, atom 8 (H): 0.280, atom 9 (H): 0.259, atom 10 (H): 0.477, atom 11 (H): 0.370, atom 12 (H): 0.326, atom 13 (H): 0.303, atom 14 (H): 0.191, atom 15 (H): 0.214, atom 16 (O): -0.680, atom 17 (H): 0.305, atom 18 (H): 0.390